[1]
Molecular formula: CH6N3S
Method: DFT, ωB97M-V with the def2-TZVPD basis set

Cartesian coordinates (Å):
C: 0.486 0.916 -0.224
N: 0.832 -0.456 -0.351
N: -0.086 -1.279 0.239
S: -1.850 -0.143 -0.139
N: -0.877 1.111 0.232
H: 1.265 1.405 0.477
H: 0.585 1.175 -1.195
H: 0.969 -0.664 -1.307
H: -0.379 -2.155 -0.192
H: 0.182 -1.369 1.290
H: -1.126 1.458 1.171

2S+1: 1
Net charge: +1
Total energy, eV: -16430.05901
Structure (SMILES): C1N[NH2+]SN1

***

[2]
Molecular formula: CH6N4
Method: DFT, ωB97M-V with the def2-TZVPD basis set

Cartesian coordinates (Å):
C: -1.566 0.169 -0.087
N: 1.811 -0.374 0.027
N: 0.538 -1.082 -0.111
N: 1.114 0.886 -0.274
N: -0.282 -0.110 0.505
H: -1.692 0.114 -1.099
H: -2.188 -0.588 0.462
H: -1.921 1.014 0.402
H: 2.197 -0.507 1.066
H: 0.533 -1.227 -1.197
H: 1.458 1.705 0.305

2S+1: 1
Total energy, eV: -7088.07829

***

[3]
Molecular formula: CH6N4O2
Method: DFT, ωB97M-V with the def2-TZVPD basis set

Cartesian coordinates (Å):
N: -1.270 -0.872 0.595
N: -1.101 -0.135 -0.606
C: -0.090 0.844 -0.610
N: 1.247 0.308 -0.165
O: 1.883 1.137 0.625
N: 1.767 -0.768 -0.511
O: 3.049 -1.076 -0.148
H: -1.496 -0.169 1.261
H: -0.364 -1.340 0.831
H: -1.084 -0.719 -1.477
H: -0.056 1.346 -1.685
H: -0.342 1.768 0.019
H: 3.375 -0.443 0.404

2S+1: 1
Total energy, eV: -11184.21555
Structure (SMILES): NNC/[N+]([O-])=N/O

***

[4]
Molecular formula: CH6N4O4S
Method: DFT, ωB97M-V with the def2-TZVPD basis set

Cartesian coordinates (Å):
H: 0.878 -2.002 0.159
N: 0.029 -2.248 -0.375
N: -0.823 -1.390 -0.602
C: -0.982 -0.072 0.023
N: -1.969 0.138 1.018
N: -1.132 0.645 -1.140
O: 0.370 0.056 0.682
S: 1.801 0.168 -0.048
O: 1.607 -0.049 -1.400
O: 2.737 -0.658 0.621
O: 2.137 1.692 0.228
H: -2.071 -0.550 1.745
H: -2.850 0.456 0.647
H: -0.431 0.304 -1.755
H: -1.289 1.638 -1.007
H: 1.987 1.872 1.206

2S+1: 1
Total energy, eV: -26117.16870
Structure (SMILES): [H]/N=N\C(N)(N)OS(=O)(=O)O